1.
Below is one molecule with the formula C4H8FNS, with properties calculated with ωB97M-V with the def2-TZVPD basis set.

As for the total energy: -19318.8740 eV. Its structure (SMILES) is FCC1(S)CNC1. The calculation puts the gap between HOMO and LUMO at 0.3581 Eh. As for the LUMO energy: 0.8 eV. Its highest occupied orbital energy is -8.9 eV.

Element x y z (Å)
C  -0.05  0.47  -0.18
C  1.34  0.76  0.28
C  -0.97  -0.03  0.96
C  -0.07  -0.96  -0.73
H  -1.52  1.12  -1.88
H  1.64  0.14  1.16
H  1.55  1.80  0.57
H  -2.02  0.17  0.80
H  -0.72  0.32  1.93
H  -0.11  -2.01  1.14
H  -0.78  -1.23  -1.57
H  0.97  -1.43  -1.00
N  -0.68  -1.42  0.54
F  2.12  0.48  -0.84
S  -0.70  1.81  -1.19

Okay, here come the natural (NBO) numbers, in e, for every atom: atom 1 (C): -0.230, atom 2 (C): 0.042, atom 3 (C): -0.220, atom 4 (C): -0.221, atom 5 (H): 0.113, atom 6 (H): 0.175, atom 7 (H): 0.186, atom 8 (H): 0.195, atom 9 (H): 0.189, atom 10 (H): 0.367, atom 11 (H): 0.196, atom 12 (H): 0.215, atom 13 (N): -0.640, atom 14 (F): -0.370, atom 15 (S): 0.001

***

2.
Below is C38H45MnN8O2S2 as an isolated structure, with properties calculated with ωB97M-V with the def2-TZVPD basis set.

As for the total energy: -109141.1020 eV. Its spin multiplicity is 6. Its charge is +1. The calculation puts the gap between HOMO and LUMO (alpha / beta) at 0.2837 / 0.2854 Eh. As for the LUMO energy (alpha / beta): -2.6 / -2.7 eV. Its highest occupied orbital energy (alpha / beta) is -10.3 / -10.4 eV.

Element x y z (Å)
Mn  -0.07  -0.75  0.06
C  -3.33  -1.12  -3.11
C  -2.10  -1.21  -2.19
N  -1.93  -0.62  -1.07
N  -2.95  0.15  -0.57
C  -2.54  0.68  0.59
O  -1.38  0.50  1.12
C  -3.52  1.52  1.30
C  -4.72  1.85  0.68
C  -5.62  2.71  1.35
C  -5.39  3.16  2.58
C  -4.20  2.83  3.23
C  -3.27  2.05  2.56
C  -0.95  -2.10  -2.65
C  -0.91  -2.81  -3.85
C  0.16  -3.64  -4.10
C  1.23  -3.73  -3.19
C  1.14  -3.01  -2.02
N  0.07  -2.17  -1.77
H  -3.46  -2.13  -3.45
H  -3.19  -0.52  -4.06
H  -4.22  -0.81  -2.56
H  -4.86  1.51  -0.31
H  -6.59  2.78  0.82
H  -6.05  3.70  3.18
H  -4.04  3.19  4.29
H  -2.34  1.71  3.01
H  -1.67  -2.72  -4.64
H  0.26  -4.27  -5.00
H  2.07  -4.38  -3.29
H  1.82  -3.03  -1.19
C  -0.90  3.08  -1.35
C  -0.50  2.29  -2.51
C  -1.16  2.55  -3.68
C  -0.81  1.87  -4.89
C  0.32  1.06  -4.91
C  0.97  0.77  -3.72
C  2.10  -0.17  -3.74
C  0.56  1.38  -2.53
N  1.15  0.99  -1.34
C  1.93  1.67  -0.63
C  2.49  3.00  -1.07
C  2.37  1.19  0.71
C  3.56  1.84  1.35
N  1.64  0.28  1.27
C  1.82  -0.09  2.62
C  2.47  -1.26  2.94
C  2.97  -2.19  1.84
C  2.65  -1.47  4.32
C  2.10  -0.71  5.27
C  1.47  0.45  4.89
C  1.35  0.84  3.55
C  0.81  2.21  3.15
H  -1.63  3.83  -1.66
H  -0.06  3.70  -1.02
H  -1.20  2.51  -0.49
H  -1.97  3.26  -3.70
H  -1.48  1.98  -5.66
H  0.53  0.51  -5.80
H  1.82  -1.05  -4.36
H  2.41  -0.50  -2.73
H  2.96  0.39  -4.19
H  2.13  3.21  -2.10
H  3.60  3.05  -1.03
H  2.07  3.77  -0.40
H  4.49  1.64  0.75
H  3.78  1.46  2.33
H  3.58  2.94  1.43
H  3.34  -1.69  0.96
H  2.16  -2.88  1.57
H  3.82  -2.80  2.30
H  3.27  -2.33  4.52
H  2.00  -0.92  6.29
H  1.02  1.09  5.57
H  0.37  2.61  4.02
H  0.06  2.13  2.35
H  1.59  2.92  2.83
S  -0.78  -2.82  1.46
C  -2.29  -2.52  2.11
N  -2.62  -1.43  2.85
C  -4.08  -1.29  3.22
C  -4.55  -2.76  3.25
S  -3.57  -3.68  2.06
H  -2.00  -0.62  2.88
H  -4.73  -0.70  2.51
H  -4.15  -0.78  4.20
H  -5.61  -2.80  2.99
H  -4.43  -3.18  4.27
N  5.97  -1.99  -0.35
C  5.21  -1.39  -1.32
N  5.18  -2.13  -2.49
O  4.64  -0.35  -1.13
H  6.61  -2.81  -0.50
H  5.88  -1.58  0.55
H  5.42  -3.12  -2.55
H  4.47  -1.78  -3.10

Okay, here come the Mulliken numbers, in e, for every atom: atom 1 (Mn): 0.829, atom 2 (C): -1.863, atom 3 (C): 0.521, atom 4 (N): 1.117, atom 5 (N): -1.338, atom 6 (C): -0.190, atom 7 (O): 0.214, atom 8 (C): 0.166, atom 9 (C): -0.489, atom 10 (C): -0.792, atom 11 (C): -0.567, atom 12 (C): -0.751, atom 13 (C): 0.292, atom 14 (C): 0.876, atom 15 (C): -0.939, atom 16 (C): -0.783, atom 17 (C): -0.811, atom 18 (C): -0.371, atom 19 (N): 0.579, atom 20 (H): 0.498, atom 21 (H): 0.249, atom 22 (H): 0.360, atom 23 (H): 0.577, atom 24 (H): 0.344, atom 25 (H): 0.482, atom 26 (H): 0.341, atom 27 (H): 0.192, atom 28 (H): 0.432, atom 29 (H): 0.356, atom 30 (H): 0.521, atom 31 (H): 0.346, atom 32 (C): -1.267, atom 33 (C): 1.641, atom 34 (C): -1.067, atom 35 (C): -1.076, atom 36 (C): -0.976, atom 37 (C): 1.091, atom 38 (C): -1.066, atom 39 (C): -0.828, atom 40 (N): 1.240, atom 41 (C): 0.691, atom 42 (C): -2.328, atom 43 (C): 1.107, atom 44 (C): -2.181, atom 45 (N): 1.044, atom 46 (C): -0.622, atom 47 (C): 0.753, atom 48 (C): -0.705, atom 49 (C): -1.071, atom 50 (C): -1.288, atom 51 (C): -1.179, atom 52 (C): 1.577, atom 53 (C): -1.055, atom 54 (H): 0.423, atom 55 (H): 0.229, atom 56 (H): 0.009, atom 57 (H): 0.378, atom 58 (H): 0.559, atom 59 (H): 0.482, atom 60 (H): 0.369, atom 61 (H): -0.342, atom 62 (H): 0.433, atom 63 (H): 0.455, atom 64 (H): 0.544, atom 65 (H): 0.458, atom 66 (H): 0.354, atom 67 (H): 0.476, atom 68 (H): 0.410, atom 69 (H): -0.365, atom 70 (H): 0.136, atom 71 (H): 0.526, atom 72 (H): 0.434, atom 73 (H): 0.497, atom 74 (H): 0.559, atom 75 (H): 0.534, atom 76 (H): 0.037, atom 77 (H): 0.218, atom 78 (S): -0.492, atom 79 (C): 0.522, atom 80 (N): -0.033, atom 81 (C): -0.411, atom 82 (C): -0.577, atom 83 (S): -0.085, atom 84 (H): 0.017, atom 85 (H): 0.172, atom 86 (H): 0.380, atom 87 (H): 0.425, atom 88 (H): 0.330, atom 89 (N): -0.408, atom 90 (C): 0.627, atom 91 (N): -0.486, atom 92 (O): -0.477, atom 93 (H): 0.190, atom 94 (H): 0.233, atom 95 (H): 0.231, atom 96 (H): 0.198